(1)
8
Properties=species:S:1:pos:R:3 method="wB97M-V/def2-TZVPD" molar_mass_g_mol=52.08 spin_multiplicity=1 gap_ha="0.287 / 0.280" de_lowest_kcal_mol=126.9
C -1.113 0.878 0.140
C -0.784 -1.046 0.019
C 0.027 0.004 0.133
C 1.403 -0.021 0.024
H -1.523 1.475 -0.630
H -1.746 -1.326 0.185
H 1.832 -0.818 0.449
H 1.903 0.855 -0.320


(2)
60
Properties=species:S:1:pos:R:3 method="wB97M-V/def2-TZVPD" molar_mass_g_mol=401.50 spin_multiplicity=1 gap_ha=0.308 de_lowest_kcal_mol=4.7
C -3.604 -0.180 -5.050
C -4.383 0.770 -4.148
O -3.593 1.856 -3.694
C -2.469 1.639 -2.952
C -1.464 2.586 -3.118
C -0.282 2.530 -2.408
C -0.064 1.496 -1.512
C 1.263 1.396 -0.789
C 2.364 0.968 -1.788
C 1.936 -0.254 -2.559
O 1.676 -0.292 -3.728
O 1.860 -1.354 -1.781
N 1.236 0.487 0.330
C 1.300 0.903 1.616
O 1.342 2.078 1.916
C 1.307 -0.231 2.646
C 2.554 -1.107 2.462
C 2.561 -2.214 3.518
C 2.587 -1.595 4.914
C 1.346 -0.724 5.103
C 0.091 -1.583 4.956
C 0.066 -2.202 3.560
C 1.306 -3.073 3.364
C 0.049 -1.097 2.504
C 1.333 0.380 4.050
C -1.064 0.553 -1.324
C -2.270 0.613 -2.009
O -3.287 -0.287 -1.803
C -3.110 -1.308 -0.856
H -4.273 -0.937 -5.451
H -2.812 -0.672 -4.490
H -3.153 0.369 -5.874
H -5.184 1.255 -4.714
H -4.821 0.225 -3.308
H -1.644 3.378 -3.827
H 0.470 3.288 -2.558
H 1.521 2.378 -0.374
H 3.280 0.747 -1.238
H 2.546 1.769 -2.503
H 1.584 -2.114 -2.317
H 1.278 -0.495 0.110
H 2.571 -1.557 1.466
H 3.450 -0.490 2.565
H 3.450 -2.839 3.377
H 2.610 -2.384 5.669
H 3.488 -0.989 5.034
H 1.365 -0.272 6.100
H 0.087 -2.372 5.712
H -0.799 -0.969 5.107
H -0.834 -2.819 3.450
H 1.288 -3.534 2.373
H 1.315 -3.877 4.104
H 0.002 -1.553 1.511
H -0.839 -0.472 2.629
H 0.459 1.021 4.180
H 2.216 1.013 4.150
H -0.905 -0.231 -0.602
H -2.288 -1.979 -1.131
H -2.933 -0.905 0.146
H -4.043 -1.870 -0.857


(3)
24
Properties=species:S:1:pos:R:3 method="wB97M-V/def2-TZVPD" molar_mass_g_mol=146.19 spin_multiplicity=2 total_charge=+1 gap_ha="0.367 / 0.174" de_lowest_kcal_mol=25.0
C -2.024 0.447 0.932
C 0.187 3.221 -0.313
C -0.780 2.516 0.570
O -1.415 3.022 1.455
N -0.895 1.101 0.406
H -0.323 0.664 -0.324
H -2.793 0.376 0.166
H 0.758 2.541 -0.944
H -1.803 -0.615 1.101
H -2.410 0.909 1.835
H -0.330 3.915 -0.978
H 0.782 3.906 0.282
C 1.903 -2.123 1.256
C -0.043 -1.436 -1.914
C 0.986 -2.316 0.088
O 0.274 -3.282 -0.018
N 0.846 -1.211 -0.782
H 1.264 -1.944 2.125
H 1.766 -0.912 -1.094
H -1.071 -1.565 -1.565
H 2.384 -3.054 1.551
H 2.584 -1.274 1.226
H 0.003 -0.563 -2.560
H 0.149 -2.322 -2.500


Please write out number 1 again, unchanged.
8
Properties=species:S:1:pos:R:3 method="wB97M-V/def2-TZVPD" molar_mass_g_mol=52.08 spin_multiplicity=1 gap_ha="0.287 / 0.280" de_lowest_kcal_mol=126.9
C -1.113 0.878 0.140
C -0.784 -1.046 0.019
C 0.027 0.004 0.133
C 1.403 -0.021 0.024
H -1.523 1.475 -0.630
H -1.746 -1.326 0.185
H 1.832 -0.818 0.449
H 1.903 0.855 -0.320